104
Properties=species:S:1:pos:R:3 method="wB97M-V/def2-TZVPD" mol_weight_g_mol=1037.3 spin_multiplicity=5 charge=+1 gap_ev="7.745 / 7.490" relative_energy_kcal_mol=16.3
Sb 0.8629 0.4848 -2.6872
Sb -0.8364 2.6326 -0.2045
Fe 0.2348 -1.0304 1.6977
S 0.8715 -3.4888 0.5831
P -1.9266 -2.4283 1.9128
F 2.6510 -1.2087 1.2061
F 4.6111 3.8060 1.3120
F 2.0590 3.4341 1.7463
F 5.2861 -0.8449 0.8811
N 2.3924 -5.6016 0.9974
N 3.5598 -3.7041 0.5188
N 0.9386 0.7372 1.8173
N 0.4226 -0.8621 4.0141
C 0.6081 -0.0083 -7.0134
C -2.3148 4.2496 -4.0144
C 3.1669 0.0569 1.2243
C -2.1411 5.3660 2.9377
C 1.3009 -1.9470 4.4785
C -0.5588 -0.7667 -1.6461
C -3.4506 -1.6096 2.4710
C 3.3672 -3.1370 -2.9774
C 4.1635 2.5499 1.2916
C -1.9212 -0.0886 -1.4289
C -3.1053 4.6910 3.6740
C 4.6651 -2.6507 -2.8581
C 2.3901 -4.2929 0.7221
C -3.4821 3.4104 3.2967
C -2.0888 3.4343 -1.7434
C 0.1953 -0.0527 -4.6301
C -1.9262 3.4723 1.4337
C -4.2371 4.1880 -2.5755
C 5.0474 1.5114 1.0499
C 2.2565 1.0626 1.5202
C 0.9932 0.3068 -5.7182
C 3.7922 -0.4320 -2.5338
C 2.4874 -0.9026 -2.6652
C -1.3946 -1.0295 -6.1718
C 4.8772 -1.2984 -2.6398
C -2.8970 2.8102 2.1861
C 2.8119 2.3509 1.5225
C -1.7954 -3.9016 2.9765
C -0.5877 -0.6768 -7.2421
C -3.4524 3.6726 -1.5547
C -1.5308 3.7389 -2.9856
C 2.2902 -2.2672 -2.8902
C -2.0112 0.8052 -0.1907
C -1.0024 -0.7190 -4.8741
C -3.6669 4.4746 -3.8107
C -0.8345 -0.8984 4.7703
C -2.4849 -3.1636 0.3500
C 4.5129 0.2427 1.0357
C 0.5031 1.3547 3.0847
C -1.5551 4.7576 1.8363
C 1.0242 0.4749 4.2030
H -0.8913 -0.9178 -8.2529
H -1.7194 -3.8129 -0.0679
H -3.3476 -1.1518 3.4497
H -3.2223 1.8118 1.9143
H -0.5880 1.4137 3.1134
H -1.8659 4.4738 -4.9740
H 2.1105 0.3889 4.1311
H -4.2772 4.8773 -4.6089
H 0.8298 -2.9133 4.2996
H -2.6425 -4.5565 2.7631
H -3.3877 -3.7468 0.5434
H -0.4719 3.5800 -3.1619
H -2.2033 0.4985 -2.3094
H -3.0410 1.1424 -0.0592
H -5.2914 4.3718 -2.4099
H 0.7889 0.8635 5.2000
H 5.5090 -3.3230 -2.9565
H 5.8858 -0.9131 -2.5613
H 1.2883 -2.6572 -3.0325
H -2.7161 -2.3867 -0.3725
H -3.5613 5.1627 4.5349
H -0.6536 -1.6747 -2.2445
H 1.5101 -6.0705 1.0944
H -1.6537 -1.0019 -4.0554
H -2.3313 -1.5446 -6.3444
H -1.2932 -1.8764 4.6984
H -0.8701 -4.4322 2.7632
H 3.2313 -6.1565 0.9545
H 2.2402 -1.9133 3.9261
H 1.2393 0.2708 -7.8477
H -3.7281 -0.8304 1.7592
H 1.9305 0.8335 -5.5682
H -0.7963 5.3036 1.2840
H -1.7482 0.2288 0.7086
H -1.8228 -3.6455 4.0326
H 3.9762 0.6265 -2.3799
H -0.6539 -0.6888 5.8305
H -0.1108 -1.1011 -0.6945
H 0.8545 2.3769 3.1998
H -4.2505 -2.3520 2.5071
H -4.2429 2.8832 3.8600
H 4.4199 -4.2270 0.5076
H 1.5186 -1.8588 5.5494
H -1.8434 6.3670 3.2234
H 3.1968 -4.1897 -3.1696
H 3.5864 -2.7508 0.1896
H -2.6933 -0.8572 -1.3524
H -1.5258 -0.1483 4.3873
H -3.9131 3.4646 -0.5937
H 6.1005 1.6950 0.8963

115
Properties=species:S:1:pos:R:3 method="wB97M-V/def2-TZVPD" mol_weight_g_mol=1018.7 spin_multiplicity=2 charge=+2 gap_ev="6.408 / 4.582" relative_energy_kcal_mol=4.2
In -0.2753 0.5590 0.4869
S 2.7578 -2.1181 -1.6260
S -0.7091 0.8780 2.9841
P 0.9038 -3.2481 0.8139
O 0.4688 -1.8311 0.8310
N 5.2712 -1.5989 -2.3757
N 1.8325 0.6501 1.5057
N -4.5488 1.3708 -1.7554
N -1.4209 2.4231 0.0683
N 1.9618 0.3294 2.8160
N -3.3773 -0.0003 -0.0378
N -2.1219 0.4869 -2.1411
N 0.9766 -0.0115 4.8121
N 0.2627 -4.1425 -0.3907
N 1.3709 1.7891 -0.8729
N -0.8896 0.1237 -1.6715
N 2.6050 -3.3654 0.6419
N -4.9213 1.0984 -3.0337
N 4.4365 -3.6858 -2.9614
N -2.6179 2.4029 -0.5681
N 0.5489 -3.9753 2.2293
N -2.3126 -0.4822 0.6497
C 6.6054 -3.1574 -3.6356
C -0.4871 -5.6443 3.5791
C -4.4793 -0.7021 0.2856
C 6.0487 0.9415 2.9543
C 0.8547 -5.0017 -1.4317
C 1.1103 2.2697 -2.0891
C 6.6782 2.1156 2.5652
C -4.1316 -1.6557 1.2187
C 4.8398 2.5949 1.0955
C -1.2094 -4.3032 3.7377
C -1.4070 -4.5344 -2.0368
C 2.8608 1.1055 0.8794
C -6.1816 1.4816 -3.1170
C -0.1193 -3.3084 3.3730
C -3.0219 3.6693 -0.7842
C -2.7630 -1.4725 1.4126
C 0.8498 0.3655 3.5192
C 6.0656 2.9460 1.6385
C 3.3727 -2.3000 1.3291
C -0.3636 -5.6497 -2.0797
C -1.0961 3.6975 0.2674
C 2.6252 1.4620 -0.5503
C 6.3920 -1.9251 -3.0081
C -2.1743 0.2659 -3.4669
C 4.2666 -2.4800 -2.3492
C -0.2007 -0.3221 -2.7205
C -6.6578 2.0076 -1.8953
C 5.5731 -4.0436 -3.5914
C 4.8343 -4.1286 0.6110
C 4.8355 -2.6302 1.0154
C 4.1936 1.4143 1.4771
C 3.3952 -4.5884 0.8496
C -5.5866 1.9182 -1.0542
C 4.8115 0.5991 2.4283
C 3.6465 1.4984 -1.4890
C 0.4203 -5.4448 2.3537
C -1.1858 -3.8960 -0.6674
C -0.9634 -0.2573 -3.8797
C -2.0842 4.5311 -0.2520
C 3.3659 1.9677 -2.7627
C 2.0843 2.4028 -3.0607
B -3.1958 1.0706 -1.1515
H 1.3969 -4.3979 -2.1654
H -1.2183 -3.8069 -2.8290
H -1.8035 -4.3766 0.0973
H 4.3155 -0.2962 2.7671
H -2.4241 -4.9043 -2.1462
H -4.7808 -2.3724 1.6922
H 6.5168 0.2963 3.6876
H 0.8173 -0.6568 -2.5905
H -5.4804 2.1954 -0.0151
H 5.0984 -4.2509 -0.4379
H -1.4051 -2.8297 -0.6615
H -0.0297 -5.8545 1.4453
H 0.1204 -5.8361 4.4642
H -0.4605 -2.3174 3.0946
H 3.6448 -4.3177 -2.9483
H 1.3864 -5.9315 2.4947
H 5.2019 -1.9991 0.2074
H 5.4628 -2.4426 1.8843
H -0.6986 -6.4980 -1.4790
H 3.1782 -2.3869 2.4038
H 1.5331 -5.7444 -1.0138
H -1.5913 -4.1481 4.7453
H 0.5786 -3.1906 4.2041
H 1.9078 -0.1057 5.1836
H -2.1137 5.6077 -0.2488
H 0.2304 0.2052 5.4491
H 3.2779 -4.8915 1.8942
H -0.6849 -0.5437 -4.8803
H 3.0646 -5.4076 0.2199
H 1.8353 2.8191 -4.0273
H 5.5350 -4.7215 1.1942
H -3.0791 0.4852 -4.0089
H 7.6341 2.3899 2.9935
H 7.1737 -1.1723 -3.0087
H 7.5320 -3.3944 -4.1368
H -1.1615 -6.4878 3.4480
H 3.0392 -1.3228 1.0033
H 0.0823 2.5576 -2.2800
H 4.6401 1.1697 -1.2198
H -2.0867 -1.9996 2.0607
H -5.4334 -0.4927 -0.1693
H -6.7112 1.3691 -4.0514
H -7.6393 2.3934 -1.6741
H 6.5385 3.8732 1.3406
H 4.3657 3.2665 0.3905
H 5.5978 -5.0283 -4.0388
H -2.0427 -4.2270 3.0331
H -0.1490 -6.0068 -3.0858
H -0.1780 3.9499 0.7756
H 4.1475 2.0095 -3.5114
H -3.9486 3.8833 -1.2912

101
Properties=species:S:1:pos:R:3 method="wB97M-V/def2-TZVPD" mol_weight_g_mol=736.9 spin_multiplicity=4 gap_ev="5.724 / 5.561"
Co -0.2220 -0.3040 -0.4612
S -1.5856 0.1807 -2.2358
O 0.9155 1.1658 -0.5348
O -0.8807 -1.7572 0.5040
N -0.4953 -1.7808 -5.3725
N 0.3881 -1.5805 -2.8992
N -0.9331 -0.7857 -4.6078
N -1.1532 0.7267 0.7899
N 0.7177 -1.4361 -1.6862
C -1.7021 -1.3917 1.4657
C 0.2077 -3.9647 -6.0331
C 3.7468 -3.8415 -0.1226
C 0.2346 -5.3404 -5.8689
C -3.5724 -0.4412 6.0189
C 0.7514 3.5716 -0.3352
C 2.8929 4.8514 -0.1877
C -3.1573 -1.7966 3.2985
C -1.2668 4.4283 0.8218
C -0.4534 -3.1634 -5.1069
C -0.9042 2.0696 0.6324
C 2.4825 -1.7999 -0.1089
C -0.4016 -5.9282 -4.7860
C -1.1071 -3.7481 -4.0253
C -2.3548 -2.3210 2.3055
C -4.2155 0.0245 4.7055
C 2.9003 2.7711 -1.5200
C -1.2541 6.5195 2.1918
C 3.0182 -4.2917 -1.2165
C 2.0297 3.9550 -1.0899
C -1.8866 0.0083 1.6658
C -3.3359 -0.4121 3.5368
C -2.1387 -3.8199 2.1131
C -2.9308 -4.6414 3.1324
C -0.6485 -4.1541 2.2920
C -3.3825 5.2705 1.9289
C -2.4267 6.4753 -0.0208
C 1.7596 -2.2619 -1.2038
C 3.4806 -2.5954 0.4291
C 2.0188 -3.5075 -1.7662
C -2.6848 0.4843 2.7283
C -0.6592 -0.7957 -3.3129
C -2.6019 -4.2406 0.7097
C -0.0579 4.5998 0.1379
C -1.0762 -5.1236 -3.8764
C -5.6097 -0.6048 4.5692
C -2.0794 5.6552 1.2289
C 0.2941 2.2641 -0.1078
C -4.3841 1.5429 4.7589
C 1.6370 4.7316 -2.3558
C -1.6857 3.1365 1.0758
H 0.2658 5.6144 -0.0539
H -1.5881 -5.5691 -3.0334
H -0.3021 6.8141 1.7500
H -2.7585 -5.7022 2.9439
H 2.5311 4.9953 -2.9244
H 1.1051 5.6539 -2.1199
H 4.0508 -2.2405 1.2768
H -3.9243 6.1738 2.2131
H -4.0044 -4.4618 3.0533
H -4.0328 4.6834 1.2780
H -3.4377 2.0491 4.9562
H -1.5337 6.8928 -0.4864
H -3.6817 -4.1159 0.6087
H -2.6277 2.9425 1.5610
H -2.1100 -3.6550 -0.0640
H 3.8040 5.1401 -0.7147
H 3.8051 3.1674 -1.9863
H 3.1785 4.3200 0.7212
H 3.1920 2.1514 -0.6742
H -0.5253 -1.5443 -6.3517
H -5.5706 -1.6934 4.5963
H 0.9929 4.1239 -2.9926
H -3.6693 -2.4835 3.9561
H 3.2231 -5.2661 -1.6404
H 2.3756 5.7646 0.1054
H -2.9335 5.8572 -0.7629
H -0.3794 -7.0010 -4.6540
H 1.4324 -3.8498 -2.6074
H -2.3667 -5.2950 0.5480
H -4.7975 1.9352 3.8285
H 4.5215 -4.4656 0.3022
H -3.1967 4.6973 2.8392
H -6.0795 -0.3082 3.6303
H -2.7555 1.5436 2.9052
H 2.3915 2.1321 -2.2386
H -1.8006 7.4295 2.4479
H -1.0414 5.9767 3.1142
H 0.7613 -5.9508 -6.5903
H 0.7135 -3.5061 -6.8739
H -3.4624 -1.5259 6.0463
H -0.5097 -5.2367 2.2602
H -4.1894 -0.1442 6.8691
H 2.2768 -0.8154 0.2968
H -6.2494 -0.2761 5.3904
H -2.6181 -4.4327 4.1578
H -3.0842 7.3057 0.2430
H -1.6460 -3.1441 -3.3073
H -0.2872 -3.7943 3.2572
H -0.0430 -3.7062 1.5078
H -5.0707 1.8041 5.5652
H -2.5825 0.0003 6.1421

101
Properties=species:S:1:pos:R:3 method="wB97M-V/def2-TZVPD" mol_weight_g_mol=895.7 spin_multiplicity=5 charge=-1 gap_ev="6.461 / 6.609" relative_energy_kcal_mol=1.9
I -7.9243 -3.6196 -3.0315
Se -1.3187 -0.8100 1.1631
Cr -1.0674 -0.6424 -1.5263
O 0.8876 -0.6263 -0.8865
O -0.9628 -4.5764 -2.9070
O -3.8037 0.7102 -1.8402
O -1.3151 1.2958 -1.1102
O -1.0136 -2.6091 -1.8670
N -1.8285 -0.4514 -3.5651
C -3.8640 -2.6674 -1.8669
C -5.8443 -3.6286 -2.7928
C 1.5083 2.7286 4.3578
C 2.7032 -3.0656 3.9221
C -0.6928 3.2279 0.1585
C -1.4530 5.5029 -0.5944
C -0.9991 1.8530 0.0501
C 3.0799 -2.2275 1.5168
C -1.5611 -3.6242 -2.4191
C -3.1512 0.1363 -5.4533
C -1.0051 -1.1204 -4.3943
C 0.2637 3.5039 3.9031
C -3.8647 0.9429 -3.2107
C 0.4848 -1.4253 1.3010
C 0.7745 4.6109 -1.3153
C -5.2455 -2.6565 -2.0095
C 1.8661 -4.3155 4.2256
C -2.8913 0.1681 -4.0831
C 2.6800 -1.6419 0.3229
C 3.6595 -1.4509 -0.8369
C -0.2080 2.9556 2.5584
C 3.1425 -2.1995 -2.0753
C 0.9215 -2.0142 2.4729
C 2.2382 -2.4345 2.6107
C -0.9435 1.0805 1.2317
C -5.0919 -4.6107 -3.4214
C 2.5288 -2.0578 5.0674
C -3.0857 -3.6246 -2.5024
C -0.5673 1.6175 2.4444
C 3.8193 0.0452 -1.1537
C -2.2974 -0.5386 -6.2980
C -1.1940 -1.1846 -5.7576
C -0.8453 3.3311 4.9494
C -1.3233 3.7575 -2.3146
C -0.6825 4.2362 -1.0071
C 5.0501 -1.9989 -0.5118
C -0.2897 3.7184 1.4028
C 0.6249 4.9872 3.8296
C 1.3302 -1.2068 0.1860
C -3.7140 -4.6006 -3.2688
C 4.1736 -3.4817 3.8743
H 3.1083 -1.1531 4.8730
H -5.8346 -1.8967 -1.5138
H -0.8190 2.8913 -2.7317
H -1.2774 4.5811 -3.0344
H -4.0338 0.6370 -5.8309
H 1.3328 3.7305 -1.6385
H 5.4990 -1.4896 0.3444
H 2.8588 0.4985 -1.3803
H -4.8703 0.6735 -3.5468
H 1.2763 5.0221 -0.4378
H 1.8627 3.1037 5.3220
H 4.4882 0.1741 -2.0108
H 0.9639 5.3292 4.8100
H -3.4039 -1.9110 -1.2465
H -0.2336 5.5970 3.5406
H 2.3133 2.8329 3.6280
H 4.2590 0.5683 -0.3001
H -2.4791 5.2522 -0.3188
H 3.8232 -2.0439 -2.9182
H -1.4848 6.2050 -1.4317
H -3.7285 2.0079 -3.4491
H -0.4990 -1.7430 -6.3675
H 3.0820 -3.2720 -1.8772
H -0.5274 0.9597 3.3057
H -3.0924 -5.3433 -3.7510
H 4.4559 -3.9353 4.8274
H 4.1104 -2.5411 1.6019
H 0.8053 -4.0747 4.3040
H 0.2134 -2.1370 3.2851
H -0.9953 6.0187 0.2494
H -0.1802 -1.6398 -3.9223
H 5.7033 -1.8405 -1.3732
H 1.4299 5.1690 3.1151
H 1.2988 1.6638 4.4650
H 0.8143 5.3575 -2.1137
H 4.3571 -4.2141 3.0860
H -5.5737 -5.3690 -4.0236
H -0.5154 3.7062 5.9221
H 1.4837 -1.7651 5.1771
H -1.7423 3.8786 4.6536
H -2.4914 -0.5723 -7.3628
H -0.0112 4.7616 1.4577
H 2.1802 -4.7691 5.1702
H 1.9801 -5.0551 3.4311
H 5.0277 -3.0709 -0.3034
H 2.1478 -1.8564 -2.3502
H 2.8618 -2.4873 6.0168
H -2.9693 1.1072 -1.4851
H 4.8293 -2.6259 3.7028
H -2.3726 3.4991 -2.1651
H -1.1191 2.2823 5.0678